C28H30BiF6NO7PS7 as an isolated structure, computed with ωB97M-V with the def2-TZVPD basis set.

Calculated values
Lowest unoccupied orbital energy in hartree: -0.1503
HOMO energy in Ha: -0.4242
Net charge: +1
ΔE to the lowest compared entry with this formula, charge and spin in kcal per mole: 5.6
Orbital gap in Eh: 0.274
F_max in eV/Å: 1.15
Total energy in a.u.: -5608.66355

Atoms and positions in Å:
1 Bi 0.146 0.219 -0.592
2 C 0.279 -1.701 3.157
3 C -0.720 -2.717 2.582
4 S -2.471 -2.256 2.615
5 C -2.807 -1.475 1.007
6 C -3.053 0.027 1.090
7 S -1.644 0.805 1.921
8 C -1.740 2.506 1.319
9 C -0.408 3.246 1.392
10 S 1.123 2.315 1.012
11 C 1.421 1.630 2.675
12 C 2.197 0.339 2.675
13 S 1.394 -1.067 1.867
14 H 0.931 -2.190 3.881
15 H -0.238 -0.877 3.647
16 H -0.688 -3.610 3.206
17 H -0.437 -3.051 1.581
18 H -3.701 -1.953 0.610
19 H -2.000 -1.716 0.307
20 H -3.975 0.247 1.626
21 H -3.125 0.454 0.092
22 H -2.466 3.068 1.908
23 H -2.088 2.476 0.297
24 H -0.219 3.645 2.388
25 H -0.424 4.077 0.690
26 H 0.460 1.509 3.172
27 H 1.987 2.393 3.214
28 H 2.400 0.046 3.708
29 H 3.160 0.454 2.180
30 O 0.130 -1.448 -2.503
31 S 0.677 -0.500 -3.506
32 O -0.096 -0.282 -4.675
33 O 1.007 0.738 -2.707
34 C 2.267 -1.106 -3.945
35 C 2.587 -1.310 -5.273
36 C 3.868 -1.744 -5.592
37 C 4.800 -1.957 -4.589
38 C 4.463 -1.747 -3.258
39 C 3.185 -1.320 -2.920
40 P 2.743 -1.158 -1.150
41 C 4.154 -0.255 -0.457
42 C 4.495 0.942 -1.093
43 C 5.489 1.752 -0.571
44 C 6.156 1.377 0.589
45 C 5.819 0.193 1.229
46 C 4.816 -0.619 0.714
47 C 2.787 -2.887 -0.602
48 C 1.570 -3.571 -0.588
49 C 1.521 -4.908 -0.229
50 C 2.688 -5.576 0.118
51 C 3.903 -4.908 0.084
52 C 3.956 -3.571 -0.279
53 H 1.842 -1.122 -6.034
54 H 4.136 -1.910 -6.627
55 H 5.798 -2.289 -4.840
56 H 5.205 -1.917 -2.487
57 H 3.985 1.241 -2.002
58 H 5.750 2.674 -1.073
59 H 6.941 2.004 0.990
60 H 6.340 -0.105 2.130
61 H 4.553 -1.534 1.230
62 H 0.661 -3.071 -0.902
63 H 0.574 -5.433 -0.236
64 H 2.652 -6.621 0.396
65 H 4.816 -5.432 0.333
66 H 4.917 -3.074 -0.319
67 F -3.570 3.697 -3.295
68 C -2.630 3.781 -2.375
69 F -1.968 4.924 -2.507
70 F -3.194 3.761 -1.162
71 S -1.413 2.397 -2.586
72 O -0.504 2.581 -1.445
73 O -0.923 2.581 -3.901
74 N -2.085 1.005 -2.224
75 S -3.092 0.206 -3.237
76 O -2.824 -1.185 -3.086
77 O -3.220 0.842 -4.501
78 C -4.749 0.420 -2.419
79 F -5.693 0.147 -3.306
80 F -4.874 -0.427 -1.387
81 F -4.925 1.661 -1.960

Cartesian forces (eV/Å) of the 2 atoms listed first:
Bi 0.278 -0.104 -1.114
C 0.028 0.039 0.054

Atomic partial charges in e from the Löwdin method, atoms 1 to 5: 1.703 -0.488 -0.530 0.898 -0.536

***

C28H30Cl5N3O6Sn as an isolated structure, computed with ωB97M-V with the def2-TZVPD basis set.

Calculated values
Lowest unoccupied orbital energy in hartree: 0.0128
HOMO energy in Ha: -0.2663
Orbital gap in Eh: 0.279
F_max in eV/Å: 1.31
Total energy in a.u.: -4215.84645

Atoms and positions in Å:
1 Sn -1.313 1.869 -1.153
2 Cl -4.698 2.451 -1.011
3 C -4.752 3.948 -1.957
4 Cl -3.213 4.815 -1.843
5 H -5.545 4.578 -1.556
6 H -4.916 3.683 -3.000
7 C 0.143 -4.769 -0.509
8 O 1.396 -4.849 0.131
9 C 1.807 -3.962 1.094
10 C 2.725 -4.499 1.995
11 C 3.292 -3.728 2.990
12 C 2.936 -2.395 3.114
13 C 2.016 -1.850 2.241
14 C 1.452 -2.611 1.217
15 N 0.493 -2.055 0.347
16 C 0.322 -0.740 0.017
17 N 1.456 -0.034 -0.065
18 C 1.769 1.321 -0.256
19 C 0.875 2.287 -0.696
20 C 1.370 3.585 -0.845
21 C 2.688 3.901 -0.594
22 C 3.576 2.923 -0.167
23 C 3.120 1.632 0.009
24 O 3.898 0.569 0.425
25 C 5.241 0.804 0.765
26 N -0.845 -0.326 -0.409
27 C -2.004 -1.091 -0.222
28 C -2.922 -1.127 -1.274
29 C -4.085 -1.868 -1.210
30 C -4.370 -2.607 -0.075
31 C -3.501 -2.553 0.997
32 C -2.334 -1.801 0.948
33 O -1.518 -1.880 2.062
34 C -1.425 -0.695 2.833
35 H 0.035 -5.724 -1.022
36 H 0.102 -3.970 -1.257
37 H -0.677 -4.665 0.208
38 H 2.979 -5.542 1.893
39 H 3.993 -4.177 3.675
40 H 3.356 -1.786 3.900
41 H 1.710 -0.823 2.370
42 H -0.351 -2.600 0.271
43 H 2.282 -0.559 0.204
44 H 0.691 4.362 -1.168
45 H 3.040 4.914 -0.731
46 H 4.611 3.172 0.019
47 H 5.624 -0.159 1.102
48 H 5.332 1.532 1.577
49 H 5.823 1.146 -0.097
50 H -2.689 -0.574 -2.173
51 H -4.771 -1.868 -2.044
52 H -5.262 -3.212 -0.012
53 H -3.703 -3.091 1.911
54 H -0.756 -0.934 3.660
55 H -2.409 -0.410 3.220
56 H -1.034 0.135 2.244
57 C 0.095 -0.947 -3.513
58 O 0.246 0.332 -4.103
59 C -0.189 1.367 -3.470
60 C 0.083 2.611 -4.226
61 H 1.069 -1.437 -3.507
62 H -0.601 -1.526 -4.123
63 H -0.285 -0.854 -2.496
64 H 0.427 2.441 -5.245
65 H 0.846 3.132 -3.651
66 H -0.799 3.243 -4.211
67 Cl -2.017 5.278 2.994
68 C -1.723 3.550 2.891
69 Cl -2.916 2.669 3.839
70 Cl -0.104 3.171 3.500
71 C -1.736 3.083 1.416
72 O -1.644 3.937 0.548
73 O -1.812 1.856 1.268

Cartesian forces (eV/Å) of the 2 atoms listed first:
Sn 0.438 -0.004 0.373
Cl -0.487 0.015 0.074

Atomic partial charges in e from the Löwdin method, atoms 1 to 5: 1.242 0.493 -0.985 0.521 0.029

***

A 10-piece molecular cluster, C28H30F8N2O24 overall, computed with ωB97M-V with the def2-TZVPD basis set.

Calculated values
SMILES: O=C1OC[C@@H](F)O1.O=C1OC[C@@H](F)O1.O=C1OC[C@@H](F)O1.O=C1OC[C@@H](F)O1.O=C1OC[C@@H](F)O1.O=C1OC[C@@H](F)O1.O=C1OC[C@@H](F)O1.O=C1OC[C@@H](F)O1.CC#N.CC#N
Lowest unoccupied orbital energy in hartree: -0.0078
HOMO energy in Ha: -0.4010
ΔE to the lowest compared entry with this formula, charge and spin in kcal per mole: 0.0
Orbital gap in Eh: 0.393
F_max in eV/Å: 1.07
Total energy in a.u.: -3799.29762

Atoms and positions in Å:
1 C 0.678 0.662 4.178
2 C 1.546 0.000 3.122
3 O 1.717 -1.287 3.620
4 C 1.539 -1.276 4.977
5 O 1.798 -2.170 5.702
6 O 0.987 -0.097 5.351
7 F 2.738 0.664 3.018
8 H -0.391 0.597 3.966
9 H 0.908 1.714 4.328
10 H 1.109 -0.069 2.128
11 C 0.073 -2.455 -4.254
12 C -0.157 -1.619 -3.008
13 O -0.489 -2.584 -2.071
14 C -1.033 -3.666 -2.708
15 O -1.616 -4.551 -2.190
16 O -0.796 -3.564 -4.043
17 F -1.200 -0.739 -3.180
18 H 1.105 -2.820 -4.245
19 H -0.146 -1.936 -5.182
20 H 0.701 -1.044 -2.675
21 C 0.912 -5.017 1.151
22 C 2.206 -4.378 1.604
23 O 2.264 -3.245 0.767
24 C 0.959 -2.835 0.603
25 O 0.630 -1.734 0.325
26 O 0.128 -3.852 0.885
27 F 3.272 -5.182 1.376
28 H 0.405 -5.651 1.876
29 H 1.025 -5.659 0.274
30 H 2.208 -4.080 2.654
31 C -6.342 -0.671 2.373
32 C -4.923 -0.961 2.822
33 O -4.880 -2.345 2.839
34 C -6.165 -2.802 3.086
35 O -6.418 -3.918 3.376
36 O -7.041 -1.794 2.930
37 F -4.752 -0.471 4.106
38 H -6.429 -0.772 1.290
39 H -6.687 0.294 2.726
40 H -4.127 -0.549 2.205
41 C 5.153 -1.928 0.292
42 C 4.574 -0.541 0.501
43 O 5.195 -0.111 1.666
44 C 5.519 -1.220 2.405
45 O 5.810 -1.235 3.549
46 O 5.394 -2.334 1.632
47 F 3.229 -0.597 0.753
48 H 6.084 -1.894 -0.282
49 H 4.468 -2.584 -0.236
50 H 4.753 0.110 -0.353
51 C -1.029 5.476 1.220
52 C -0.100 4.814 2.219
53 O 1.129 5.419 1.929
54 C 1.128 5.792 0.604
55 O 2.069 6.163 -0.002
56 O -0.132 5.661 0.114
57 F -0.020 3.475 1.951
58 H -1.460 6.416 1.559
59 H -1.806 4.805 0.857
60 H -0.333 4.961 3.270
61 C 5.137 -0.172 -3.709
62 C 3.959 -1.150 -3.777
63 O 2.868 -0.330 -3.479
64 C 3.291 0.823 -2.879
65 O 2.602 1.696 -2.492
66 O 4.653 0.838 -2.842
67 F 4.048 -2.117 -2.823
68 H 5.283 0.295 -4.686
69 H 6.041 -0.690 -3.399
70 H 3.845 -1.580 -4.769
71 C -3.753 1.013 -2.152
72 C -4.604 1.008 -0.905
73 O -4.780 -0.362 -0.662
74 C -4.699 -1.007 -1.869
75 O -5.009 -2.133 -2.045
76 O -4.215 -0.170 -2.812
77 F -5.847 1.556 -1.185
78 H -2.696 0.953 -1.905
79 H -3.953 1.883 -2.770
80 H -4.235 1.513 -0.019
81 C 0.185 1.400 -0.417
82 C -1.019 1.053 0.337
83 N -1.983 0.742 0.877
84 H 0.252 2.482 -0.500
85 H 0.139 0.953 -1.404
86 H 1.031 1.015 0.153
87 C -1.912 5.646 -3.267
88 C -1.945 4.555 -2.304
89 N -1.950 3.686 -1.556
90 H -1.636 5.265 -4.246
91 H -1.170 6.379 -2.943
92 H -2.865 6.171 -3.302

Cartesian forces (eV/Å) of the 2 atoms listed first:
C -0.234 0.152 0.061
C -0.776 0.495 -0.360

Atomic partial charges in e from the Löwdin method, atoms 1 to 5: -0.045 -0.316 0.126 -0.533 0.192